## i
{"formula": "C2H4O2S2", "method": "wB97M-V/def2-TZVPD", "elements": ["O", "C", "S", "C", "O", "S", "H", "H", "H", "H"], "positions_angstrom": [[0.66, -1.56, -0.26], [0.57, -0.29, 0.12], [2.16, 0.53, 0.43], [-0.66, 0.38, 0.13], [-0.77, 1.58, 0.73], [-2.11, -0.45, -0.52], [-0.13, -1.91, -0.78], [2.13, -0.09, 1.58], [0.01, 1.78, 1.23], [-2.77, 0.63, -0.10]], "orbital_gap_ev": 8.25, "total_charge": 0, "smiles": "O/C(S)=C(/O)S", "lumo_energy_ha": 0.0181, "homo_energy_ev": -7.758}

***

## ii
{"formula": "C2H4O2S2", "method": "wB97M-V/def2-TZVPD", "elements": ["O", "C", "S", "C", "O", "S", "H", "H", "H", "H"], "positions_angstrom": [[-1.15, -0.09, 3.52], [-1.79, 0.82, 3.20], [-2.66, 2.00, 2.77], [0.16, 0.12, 0.39], [-1.24, 0.21, 0.34], [-2.03, -0.35, -0.98], [0.35, -0.90, 0.11], [0.50, 0.04, 1.36], [0.78, 0.79, -0.23], [-1.55, -1.53, -0.90]], "orbital_gap_ev": 9.79, "total_charge": 0, "smiles": "O=C=S.COS", "lumo_energy_ha": 0.0260, "homo_energy_ev": -9.086}

***

Which of them is the least stable? Correct choice: i.

***

## i
{"formula": "C4H8BrN2", "method": "wB97M-V/def2-TZVPD", "elements": ["C", "C", "C", "C", "N", "N", "Br", "H", "H", "H", "H", "H", "H", "H", "H"], "positions_angstrom": [[-1.74, -1.16, 0.57], [-0.45, -1.18, -0.09], [-1.48, 0.93, 0.44], [1.01, 0.92, -0.31], [-2.22, -0.03, 0.91], [-0.33, 0.33, -0.43], [-2.31, 2.44, -0.36], [-2.24, -1.93, 0.98], [0.32, -1.33, 0.55], [-0.26, -1.77, -0.99], [-0.67, 1.48, 1.89], [1.37, 0.77, 0.71], [1.70, 0.51, -1.00], [1.05, 1.90, -0.64], [-0.77, 0.42, -1.45]], "orbital_gap_ev": 9.39, "total_charge": 1, "lumo_energy_ha": -0.1765, "homo_energy_ev": -14.193}

***

## ii
{"formula": "C4H8BrN2", "method": "wB97M-V/def2-TZVPD", "elements": ["N", "C", "N", "C", "C", "C", "Br", "H", "H", "H", "H", "H", "H", "H", "H"], "positions_angstrom": [[0.78, 1.71, 1.43], [0.34, 0.80, 0.63], [-0.34, -0.22, 0.97], [-0.83, -0.93, -0.17], [0.05, -0.48, -1.36], [0.48, 0.95, -0.99], [-0.76, 2.38, -1.55], [1.07, 2.43, 0.84], [0.66, 1.53, 2.36], [-0.53, -0.37, 1.97], [-1.78, -0.75, -0.48], [-0.70, -2.05, -0.04], [0.94, -1.05, -1.46], [-0.49, -0.46, -2.35], [1.39, 1.22, -1.41]], "orbital_gap_ev": 10.88, "total_charge": 1, "smiles": "[NH2+]=C1NCC[C@H]1Br", "lumo_energy_ha": -0.1367, "homo_energy_ev": -14.602}

***

Which of them is the least stable? Correct choice: i.

***

## i
{"formula": "C5H6N2", "method": "wB97M-V/def2-TZVPD", "elements": ["N", "C", "C", "C", "C", "C", "N", "H", "H", "H", "H", "H", "H"], "positions_angstrom": [[2.13, -0.92, 0.55], [1.68, -0.34, 1.46], [0.67, 0.58, 0.58], [0.38, 0.54, -0.96], [-1.05, 0.25, -0.53], [-1.10, -0.97, 0.27], [-0.72, 0.28, 0.94], [0.99, 1.56, 0.90], [0.85, -0.21, -1.60], [0.52, 1.53, -1.41], [-1.94, 0.77, -0.90], [-0.35, -1.75, 0.11], [-2.07, -1.32, 0.61]], "orbital_gap_ev": 9.96, "total_charge": 0, "smiles": "N#C[C@H]1C[C@H]2CN21", "lumo_energy_ha": 0.0076, "homo_energy_ev": -9.755}

***

## ii
{"formula": "C5H6N2", "method": "wB97M-V/def2-TZVPD", "elements": ["C", "C", "C", "C", "N", "N", "C", "H", "H", "H", "H", "H", "H"], "positions_angstrom": [[-2.47, 0.73, 1.43], [-1.45, 0.71, 0.63], [-0.72, 0.90, -0.65], [-0.29, -0.42, -1.27], [0.72, 0.35, -0.66], [1.53, 0.43, 0.47], [2.13, -0.76, 0.67], [-2.91, 0.52, 2.49], [-0.92, 1.66, -1.33], [0.02, -0.52, -2.38], [-0.71, -1.30, -0.80], [2.09, -1.64, 0.02], [2.97, -0.67, 1.39]], "orbital_gap_ev": 9.63, "total_charge": 0, "smiles": "C#C[C@@H]1CN1N=C", "lumo_energy_ha": 0.0323, "homo_energy_ev": -8.745}

***

Which of them is the least stable? Correct choice: ii.